(1)
The following is a quantum chemistry calculation of C21H23ClN2O3S in the gas phase, from OMol25.

Summary:
LUMO level: 0.53 eV
Largest force on an atom: 0.67 eV/A
Relative energy (zero: lowest compared OMol25 entry of this formula, charge and spin): 39.5 kcal per mole
E: -54631.031 eV
Highest occupied orbital energy: -7.7550 eV
SMILES: COc1cc(C(=S)N2CCCCC2)ccc1OCC(=O)Nc1ccccc1Cl
Kohn-Sham gap: 8.284 eV

The geometry in ORCA input format:
```
! wB97M-V def2-TZVPD RIJCOSX def2/J DEFGRID3
* xyz 0 1
C -1.57 -4.16 -2.13
O -0.51 -3.25 -1.97
C -0.29 -2.64 -0.77
C 1.00 -2.16 -0.59
C 1.38 -1.49 0.57
C 2.76 -1.02 0.76
S 3.59 -1.60 2.06
N 3.29 -0.18 -0.14
C 2.51 0.58 -1.09
C 2.42 2.04 -0.64
C 3.82 2.63 -0.47
C 4.63 1.76 0.50
C 4.65 0.32 0.00
C 0.45 -1.34 1.59
C -0.85 -1.78 1.41
C -1.25 -2.40 0.23
O -2.56 -2.75 -0.03
C -3.55 -2.45 0.92
C -3.75 -0.95 1.19
O -4.33 -0.57 2.18
N -3.22 -0.17 0.22
C -3.03 1.21 0.22
C -3.71 2.07 1.09
C -3.47 3.43 1.05
C -2.55 3.96 0.16
C -1.86 3.12 -0.70
C -2.10 1.76 -0.67
Cl -1.22 0.71 -1.74
H -2.53 -3.65 -2.24
H -1.35 -4.71 -3.04
H -1.63 -4.86 -1.29
H 1.71 -2.34 -1.38
H 3.01 0.53 -2.06
H 1.52 0.15 -1.18
H 1.88 2.09 0.31
H 1.86 2.61 -1.38
H 4.32 2.66 -1.44
H 3.75 3.65 -0.09
H 4.18 1.79 1.49
H 5.65 2.13 0.58
H 5.13 0.26 -0.98
H 5.18 -0.33 0.71
H 0.73 -0.86 2.51
H -1.56 -1.62 2.20
H -3.37 -2.96 1.88
H -4.48 -2.85 0.50
H -2.75 -0.64 -0.55
H -4.42 1.65 1.78
H -4.00 4.08 1.73
H -2.37 5.02 0.13
H -1.14 3.52 -1.40
*
```

=====

(2)
The following is a quantum chemistry calculation of C21H23ClN2O7S in the gas phase at a distorted geometry, from OMol25.

Summary:
LUMO level: -0.23 eV
Largest force on an atom: 1.05 eV/A
Relative energy (zero: lowest compared OMol25 entry of this formula, charge and spin): 5.7 kcal per mole
E: -62819.418 eV
Highest occupied orbital energy: -8.4087 eV
SMILES: COc1cccc(/C=C/C(=O)OCC(=O)Nc2ccc(Cl)c(S(=O)(=O)N(C)C)c2)c1OC
Kohn-Sham gap: 8.180 eV

The geometry in ORCA input format:
```
! wB97M-V def2-TZVPD RIJCOSX def2/J DEFGRID3
* xyz 0 1
C -6.34 -3.36 0.82
O -5.39 -2.40 1.22
C -5.01 -1.42 0.34
C -5.55 -1.31 -0.94
C -5.16 -0.30 -1.80
C -4.22 0.62 -1.40
C -3.64 0.54 -0.13
C -2.67 1.50 0.33
C -1.93 2.32 -0.44
C -0.97 3.23 0.16
O -0.81 3.45 1.34
O -0.19 3.82 -0.80
C 0.80 4.71 -0.33
C 2.08 4.03 0.16
O 2.97 4.66 0.67
N 2.09 2.69 -0.07
C 3.02 1.74 0.35
C 4.17 2.06 1.08
C 5.04 1.07 1.48
C 4.79 -0.26 1.15
Cl 5.88 -1.48 1.68
C 3.66 -0.58 0.42
S 3.26 -2.26 -0.13
O 1.88 -2.24 -0.52
O 3.68 -3.23 0.84
N 4.14 -2.50 -1.52
C 5.54 -2.79 -1.36
C 3.80 -1.62 -2.61
C 2.79 0.41 0.02
C -4.03 -0.49 0.76
O -3.40 -0.48 1.96
C -3.50 -1.54 2.88
H -7.30 -2.89 0.58
H -6.46 -4.02 1.67
H -5.98 -3.93 -0.04
H -6.29 -2.02 -1.27
H -5.60 -0.24 -2.78
H -3.93 1.43 -2.05
H -2.50 1.54 1.40
H -1.98 2.33 -1.52
H 0.42 5.31 0.51
H 1.05 5.37 -1.16
H 1.29 2.31 -0.55
H 4.36 3.09 1.33
H 5.92 1.32 2.05
H 6.15 -1.89 -1.27
H 5.89 -3.36 -2.23
H 5.65 -3.40 -0.47
H 2.72 -1.51 -2.60
H 4.28 -0.64 -2.51
H 4.11 -2.08 -3.55
H 1.90 0.11 -0.52
H -3.21 -2.49 2.43
H -4.50 -1.63 3.30
H -2.79 -1.28 3.67
*
```